1.
Entry from the Open Molecules 2025 dataset: an isolated molecule of C21H29N3O3S at a distorted geometry (ωB97M-V/def2-TZVPD).

Geometry (Å):
H: 1.81031 0.72064 -1.04419
C: 1.42859 0.01500 2.95754
O: -1.59088 -1.46944 0.00692
C: -5.06980 -0.74756 0.19334
H: 2.29908 -2.66883 0.35432
C: 0.64320 -1.12110 2.85658
C: 3.91640 -0.46312 0.13031
H: -4.20424 -0.96066 -2.22625
H: 1.20554 0.76514 3.70202
O: 2.53894 3.23679 0.68622
H: 3.05876 -2.38740 -2.49105
H: 3.17007 -0.62727 -2.64372
H: -3.22676 1.92073 -1.88279
C: 0.96880 -2.08968 1.92377
H: 5.67032 -0.81622 -2.04020
H: 0.37803 -2.98935 1.85163
C: -0.28794 1.11108 0.27467
H: 4.85877 -0.50296 0.69061
H: -4.33882 -2.70117 0.68613
C: -5.15828 -2.26916 0.11735
C: 0.39115 2.32605 0.24722
H: 6.04878 -1.81080 -0.61492
H: -3.41006 2.19784 0.95097
H: -0.21248 -1.25329 3.50043
H: 3.10507 1.09090 2.20383
C: 5.33740 -1.66825 -1.42670
S: -2.45880 -0.49993 0.62223
C: -0.31810 3.50130 0.47689
H: -5.13484 -0.43571 1.23699
C: 2.79305 -0.73553 1.11657
N: 2.42879 1.39257 -0.61910
N: 4.00899 -1.50528 -0.88081
C: 1.88267 2.37610 0.13215
N: -3.81653 -0.21909 -0.30458
O: -2.88044 -0.72623 1.97233
H: 5.34902 -2.56022 -2.05265
H: 2.01752 -1.37039 -1.49987
H: -6.10148 -2.60874 0.53744
H: -2.22060 4.38901 0.88839
H: 0.20499 0.15959 0.14957
H: 0.22384 4.43514 0.47908
H: -3.70101 1.15023 -3.40271
C: -1.64239 1.09231 0.52584
H: -2.53759 -0.47439 -1.89374
C: -3.58433 -0.20586 -1.73309
H: -5.08971 -2.61699 -0.91108
C: 2.49980 0.20285 2.10210
C: 3.01341 -1.45220 -1.93134
C: -1.68218 3.46969 0.71417
C: -2.35263 2.25645 0.74772
C: -3.87295 1.16956 -2.32972
C: 2.03899 -1.90129 1.06531
H: 4.26496 1.70702 0.21443
C: 3.80126 0.97960 -0.45405
H: -4.90709 1.45054 -2.14759
H: -5.88140 -0.27872 -0.37033
H: 4.32482 1.02070 -1.41458

Properties
orbital gap = 9.056 eV
max |F| = 0.02299 Eh/bohr
multiplicity = 1
LUMO level = 0.016 hartree
SMILES string = CCN(CC)S(=O)(=O)c1cccc(C(=O)NC[C@@H](c2ccccc2)N(C)C)c1
HOMO level = -8.6 eV

2.
Entry from the Open Molecules 2025 dataset: a structure of composition C40H40Br2N7O9SbZr at a distorted geometry (ωB97M-V/def2-TZVPD).

Geometry (Å):
C: -2.69027 3.75017 -3.29722
C: 2.28244 3.65803 -3.27421
O: 0.51186 0.04460 -0.86668
H: -4.39460 1.09314 -1.81175
C: -1.74503 3.14189 -2.51357
C: 0.04663 -0.58276 -1.87074
C: -0.48314 -1.10889 3.99000
N: -0.22904 2.54566 0.86014
O: -0.45908 -4.24553 -5.25637
C: -1.25087 -2.67182 5.66106
C: 1.29803 -3.08524 -4.34411
C: 0.33013 -2.65154 1.22484
H: -0.91317 0.41737 6.98925
H: 3.68588 2.00440 -1.67251
Br: -0.53188 5.74545 -6.21397
C: -0.12007 -4.42933 -0.34607
H: -2.09273 4.21376 2.06696
N: 0.74521 -4.09993 -5.27234
C: 1.80255 2.91252 -2.16910
C: 1.55540 -4.73010 1.34677
H: -1.79802 3.65168 3.68828
H: -3.96569 1.44424 0.95803
Sb: 0.04797 -0.69073 1.97768
H: -0.10740 2.03564 2.88103
C: 0.93814 -1.38311 -2.72133
C: 3.85530 1.34218 2.83788
H: 2.30914 -5.34269 1.82252
H: 5.00504 -0.71517 0.41123
N: 4.60960 -1.86975 -3.15057
C: -0.37528 -3.15176 0.13637
H: -3.63722 -2.01528 2.80164
C: -1.80095 3.33012 2.64526
H: -4.33816 -3.56852 2.25669
H: 1.75569 4.82231 -4.98185
H: -2.73893 -3.04813 1.64118
H: -0.67953 -4.80866 -1.19163
C: 0.84526 -5.21827 0.25948
O: 5.32419 -2.54937 -3.84294
O: 4.96946 -1.05097 -2.32536
H: 5.77193 1.09592 1.91000
H: -5.40557 -1.05531 -1.08181
C: -3.72020 -2.72261 1.97861
H: 2.35653 1.54689 -0.60006
H: -1.13755 -2.55533 -0.34828
C: 1.40575 4.24476 -4.13765
N: -4.52687 -0.63983 -0.80316
C: -2.84427 2.23615 2.48444
H: -1.57141 -1.87791 7.62532
C: -0.99847 4.70249 -4.71712
C: -0.51870 -0.09896 4.94808
H: 4.19177 2.11595 3.51430
H: -2.50451 1.30735 2.95440
H: -3.54657 -0.17281 -2.47256
H: 2.72880 -0.53496 -1.85672
O: -1.20577 -0.49091 -2.05877
C: -0.90469 -0.37330 6.25167
H: 0.31603 3.70513 2.53547
H: 3.34901 3.76264 -3.41291
H: -3.08942 4.99431 -5.01210
C: 2.99454 -0.67899 1.15013
H: 1.87222 -3.08535 2.67235
C: 2.09074 -0.09871 2.03765
Zr: -1.42341 0.88964 -0.35658
C: 0.01677 4.10798 -3.91597
H: -0.64889 -2.44453 -3.74202
H: 3.09499 3.15226 -0.49239
C: 4.74265 0.76572 1.94184
N: -3.09509 1.96114 1.04726
H: 1.87769 1.34883 3.62867
H: 2.67624 -1.48425 0.49831
C: -0.36724 3.32672 -2.80972
N: 0.51287 2.73027 -1.96155
N: -3.83654 0.26993 -1.60535
H: 1.04291 -6.21425 -0.11212
H: 3.34295 -3.57627 -4.81708
H: -0.23329 0.91754 4.70155
C: -3.82447 -1.16985 0.20783
Br: -4.52130 3.54886 -2.89160
C: 0.41443 -2.31140 -3.61571
C: 1.30148 -3.45365 1.82688
C: 2.67301 -2.96279 -4.23191
O: -2.67904 -0.75594 0.47884
C: -1.27335 -1.66152 6.60882
H: 0.75388 2.32367 0.69278
O: -4.43661 -2.09912 0.87602
H: -3.77327 2.53510 2.97387
C: -0.38840 2.90737 2.28901
H: -0.37950 3.37754 0.29006
O: 1.53729 -4.71628 -5.94209
H: -0.82568 -3.20669 3.63646
C: -2.32045 4.53350 -4.40953
C: 2.53656 0.90940 2.88728
C: 2.78188 2.36213 -1.18005
C: 3.14721 -2.02520 -3.32990
C: -0.85750 -2.39835 4.35862
O: -2.07127 2.37592 -1.46748
C: 4.31266 -0.25221 1.10313
H: -1.52894 -3.67980 5.93762
C: 2.31265 -1.23659 -2.56445
H: -3.26412 2.84288 0.56535

Properties
orbital gap = 7.089 eV
max |F| = 0.02495 Eh/bohr
multiplicity = 1
LUMO level = -0.214 hartree
HOMO level = -12.9 eV
total charge = +2

3.
Entry from the Open Molecules 2025 dataset: a cluster of 2 separate species, C4H14N2O in total at a distorted geometry (ωB97M-V/def2-TZVPD).

Geometry (Å):
H: -2.49662 0.26799 0.43103
H: 3.96717 3.50469 -4.36292
H: -0.52373 0.77440 3.77339
H: -0.20126 1.29035 2.11330
N: -1.59921 -0.29861 2.20135
H: 2.58159 3.51516 -4.82651
H: -0.99514 -0.99236 2.63786
C: -0.97740 0.91825 2.80164
N: 1.18832 -1.38090 -0.14694
H: -0.72170 0.36440 0.40396
O: 3.46194 3.84480 -5.10425
C: -1.58995 -0.23761 0.75819
H: 1.62382 -1.88407 -0.89141
H: 0.15465 -3.18160 0.03179
C: -1.35808 -1.57074 0.01302
H: -1.68756 1.75049 2.85381
H: 0.93444 -0.43674 -0.40236
H: -1.48404 -1.34378 -1.04489
C: 0.03635 -2.12847 0.32495
H: -2.11404 -2.26116 0.39371
H: 0.07755 -2.22146 1.42145

Properties
orbital gap = 9.742 eV
max |F| = 0.04154 Eh/bohr
multiplicity = 1
LUMO level = 0.028 hartree
SMILES string = CNCCCN.O
HOMO level = -9.0 eV

4.
Entry from the Open Molecules 2025 dataset: a cluster of 2 separate species, C6H10O in total (ωB97M-V/def2-TZVPD).

Geometry (Å):
H: 0.54500 -0.61581 0.85409
H: 2.68938 -1.89598 0.51493
O: 3.38176 -0.19428 -0.31136
C: 0.68084 2.00106 -0.01535
H: -2.45841 -1.71224 1.18085
H: -2.07346 -0.91685 -0.37154
H: 0.55280 -1.43035 -0.69750
H: 1.23455 2.71497 0.57445
H: -3.58460 -0.51258 0.49042
H: -2.01109 0.01644 1.14596
C: -2.53239 -0.78203 0.61219
C: 0.77638 0.74148 -0.82072
C: -0.42953 1.58709 -0.53228
H: -1.48891 1.71588 -0.69748
C: 1.01025 -0.59546 -0.14319
C: 2.47641 -0.91618 0.03127
H: 1.23102 0.79483 -1.81474

Properties
orbital gap = 10.403 eV
max |F| = 0.00942 Eh/bohr
multiplicity = 1
LUMO level = 0.035 hartree
SMILES string = O=CCC1C=C1.C
HOMO level = -9.5 eV

5.
Entry from the Open Molecules 2025 dataset: the ion C3H3N2 with charge +1 at a distorted geometry (ωB97M-V/def2-TZVPD).

Geometry (Å):
N: 1.14163 0.18893 0.00880
H: -2.13551 0.04357 -0.01223
H: 2.26855 -1.72330 -0.00636
C: -0.06376 0.74071 0.00852
H: -0.19762 1.80873 0.01653
C: 1.58916 -0.90148 -0.00111
C: -1.08876 -0.27765 0.00385
N: -0.75343 -1.47030 0.00674

Properties
orbital gap (alpha / beta) = 8.220 / 7.983 eV
max |F| = 0.03715 Eh/bohr
multiplicity = 1
LUMO level (alpha / beta) = -0.291 / -0.273 hartree
HOMO level (alpha / beta) = -16.2 / -15.4 eV
total charge = +1

6.
Entry from the Open Molecules 2025 dataset: a cluster of 2 separate species, C5H14NO in total at a distorted geometry (ωB97M-V/def2-TZVPD).

Geometry (Å):
O: 0.96580 1.69260 -2.50765
H: -0.62849 1.42350 1.95187
H: 1.30089 -1.33270 0.02401
H: -1.56880 -2.04052 -1.79557
H: -1.54520 -1.10553 0.99402
H: 1.85170 2.06378 -2.55507
H: 1.59504 0.45333 -0.18191
H: 0.30372 -0.87687 2.24758
C: 0.95484 -0.32103 0.22920
H: 0.56400 1.35102 3.26673
C: 0.43367 1.28548 2.19192
C: -1.85883 -2.00771 -0.75107
H: 0.51833 1.99723 -3.30952
H: -2.56675 -2.71087 -0.34257
N: -1.38091 -1.10074 -0.01451
H: -0.36217 -0.09947 -1.53384
H: 0.95604 2.06516 1.64499
C: -0.38733 -0.08342 -0.44172
H: -0.81245 0.89271 -0.20958
C: 0.90938 -0.10291 1.74910
H: 1.91532 -0.25694 2.13277

Properties
orbital gap = 10.222 eV
max |F| = 0.01967 Eh/bohr
multiplicity = 1
LUMO level = -0.175 hartree
HOMO level = -15.0 eV
total charge = +1